An isolated molecule of C5H6O, computed with ωB97M-V/def2-TZVPD.

ORCA input file:
```
! RIJCOSX wB97M-V def2-TZVPD def2/J DEFGRID3
* xyz 0 1
C -0.10 2.44 0.54
C -0.06 1.25 0.38
C 0.03 -0.21 0.31
C -1.05 -0.91 -0.52
C 1.43 -0.64 -0.11
O 1.65 -1.58 -0.83
H -0.14 3.50 0.70
H -0.06 -0.54 1.36
H -2.05 -0.62 -0.18
H -0.95 -0.66 -1.58
H -0.94 -1.99 -0.42
H 2.25 -0.05 0.34
*
```

As for the HOMO energy: -9.906 eV. Its LUMO energy is 0.85 eV. The value obtained for the total energy is -269.2787 Ha. As for the SMILES: C#C[C@@H](C)C=O. The energy relative to the best compared isomer or geometry (same formula, charge and spin) comes out at 1.838 eV. For the gap between HOMO and LUMO, the calculation gives 10.76 eV.

Let us look at the Löwdin charges, expressed in e, one per atom:
1 C 0.1260
2 C -0.1203
3 C -0.3538
4 C -0.0603
5 C -0.2257
6 O 0.0667
7 H 0.0283
8 H 0.1541
9 H 0.0831
10 H 0.0898
11 H 0.0823
12 H 0.1299